Version i
Formula: C3H6N3O2
Source: the OMol25 dataset
Level of theory: ωB97M-V/def2-TZVPD

ORCA input file:
```
! wB97M-V def2-TZVPD RIJCOSX def2/J DEFGRID3
* xyz 1 1
C 0.5516 1.2723 -0.5104
C 0.7025 -1.8251 -0.1414
C -0.5179 0.5308 -0.1692
N 1.8234 -1.9901 0.0757
N -1.6133 -0.0719 0.0293
N 1.5738 1.5937 0.3128
O -1.8627 -1.3840 0.1090
O -2.7402 0.6746 0.0260
H 0.7147 1.2832 -1.6365
H -1.0770 -1.9190 -0.0633
H 2.6707 -1.8771 0.5445
H 1.4296 1.1776 1.2154
H -3.5567 0.0138 0.0598
H 1.9015 2.5213 0.1483
*
```

Calculated values
- frontier orbital gap (eV) = 9.93
- HOMO energy (eV) = -14.0570
- lowest unoccupied orbital energy (eV) = -4.124



Version ii
Formula: C3H6N3O2
Source: the OMol25 dataset
Level of theory: ωB97M-V/def2-TZVPD

ORCA input file:
```
! wB97M-V def2-TZVPD RIJCOSX def2/J DEFGRID3
* xyz 1 1
O 3.2793 0.4169 -0.1301
N 2.1446 0.1215 -0.0784
O 1.8476 -1.1727 0.0704
C 1.0916 0.9734 -0.1084
C -0.2185 0.5224 -0.1069
N -1.8306 1.1565 0.0178
C -2.1221 -0.3089 0.1446
N -0.7303 -0.7012 -0.0080
H 2.4866 -1.6953 0.5849
H 1.4004 2.0638 -0.1355
H -1.9980 1.6483 -0.8812
H -2.4270 -0.5813 1.2440
H -2.7644 -0.7777 -0.5551
H -0.1592 -1.6658 -0.0581
*
```

Calculated values
- frontier orbital gap (eV) = 8.70
- SMILES = O=[N+](O)C=C1NCN1
- HOMO energy (eV) = -14.3390
- lowest unoccupied orbital energy (eV) = -5.638



Version iii
Formula: C3H6N3O2
Source: the OMol25 dataset
Level of theory: ωB97M-V/def2-TZVPD

ORCA input file:
```
! wB97M-V def2-TZVPD RIJCOSX def2/J DEFGRID3
* xyz 1 1
C 2.6921 -0.4591 0.0206
C -2.2321 0.2013 -0.5658
C -1.4228 0.3817 0.5744
N 1.1102 1.0325 -0.2834
N 1.4037 -1.0246 0.2585
N 0.5862 0.0013 0.1532
O 3.7803 -0.9585 0.1251
O 2.3630 0.8316 -0.4073
H -1.8175 0.5653 -1.5487
H -2.4292 -0.7981 -0.7904
H -3.0851 0.9551 -0.5521
H -1.4928 -0.3092 1.3737
H -0.8771 1.4149 0.8014
H 1.4209 -1.8342 0.8407
*
```

Calculated values
- frontier orbital gap (eV) = 9.67
- HOMO energy (eV) = -15.3225
- lowest unoccupied orbital energy (eV) = -5.650



Which is the most stable structure? version iii is the most stable.



Version i
Formula: C3H2Cl2O2
Source: the OMol25 dataset
Level of theory: ωB97M-V/def2-TZVPD

ORCA input file:
```
! wB97M-V def2-TZVPD RIJCOSX def2/J DEFGRID3
* xyz 0 1
C -1.5831 -0.2282 0.4678
C -0.7279 -1.2177 0.2410
Cl 0.2583 -1.3122 -1.1823
Cl -0.4191 -2.5299 1.3479
H -1.7578 0.5887 -0.2350
H -2.1361 0.0384 1.4383
O 2.1289 1.5010 -1.8393
C 2.0792 1.5467 -0.6917
O 2.1576 1.6132 0.4533
*
```

Calculated values
- frontier orbital gap (eV) = 10.45
- SMILES = C=C(Cl)Cl.O=C=O
- HOMO energy (eV) = -9.9676
- lowest unoccupied orbital energy (eV) = 0.486



Version ii
Formula: C3H2Cl2O2
Source: the OMol25 dataset
Level of theory: ωB97M-V/def2-TZVPD

ORCA input file:
```
! wB97M-V def2-TZVPD RIJCOSX def2/J DEFGRID3
* xyz 0 1
C 0.4857 -0.4454 -0.4624
C 1.2133 0.3523 0.3285
C -0.9583 -0.2953 -0.2908
O 0.5854 1.2024 1.1294
O -0.7832 1.0985 0.9968
Cl -1.9186 0.4074 -1.5254
Cl -1.7893 -1.5506 0.5459
H 0.8798 -1.1751 -1.1395
H 2.2853 0.4058 0.4176
*
```

Calculated values
- frontier orbital gap (eV) = 9.29
- HOMO energy (eV) = -9.1512
- lowest unoccupied orbital energy (eV) = 0.138



Version iii
Formula: C3H2Cl2O2
Source: the OMol25 dataset
Level of theory: ωB97M-V/def2-TZVPD

ORCA input file:
```
! wB97M-V def2-TZVPD RIJCOSX def2/J DEFGRID3
* xyz 0 1
C -0.3192 -1.7957 -0.8853
C -0.4266 0.0574 0.5716
C 0.3270 1.2130 0.1423
O 0.5030 -2.0419 -1.6907
O -1.0554 -0.3021 1.4786
Cl -0.0920 2.5121 1.3496
Cl 2.1106 0.8749 0.2797
H -1.2169 -2.1503 -0.3540
H 0.1695 1.6327 -0.8918
*
```

Calculated values
- frontier orbital gap (eV) = 7.84
- HOMO energy (eV) = -7.9681
- lowest unoccupied orbital energy (eV) = -0.131



Version iv
Formula: C3H2Cl2O2
Source: the OMol25 dataset
Level of theory: ωB97M-V/def2-TZVPD

ORCA input file:
```
! wB97M-V def2-TZVPD RIJCOSX def2/J DEFGRID3
* xyz 0 1
C -0.1800 0.7749 -1.1883
C -0.0884 -0.3994 -1.6627
Cl -1.5030 -0.9919 -2.4970
Cl 1.1926 -1.4995 -1.3351
H -1.0909 1.4671 -1.3946
H 0.6574 1.1711 -0.6044
O -0.0309 0.6538 3.6161
C 0.3013 -0.1713 2.8779
O 0.7419 -1.0048 2.1882
*
```

Calculated values
- frontier orbital gap (eV) = 10.35
- SMILES = C=C(Cl)Cl.O=C=O
- HOMO energy (eV) = -9.9831
- lowest unoccupied orbital energy (eV) = 0.371



Which is the most stable structure? version i is the most stable.



Version i
Formula: CH10N2O3
Source: the OMol25 dataset
Level of theory: ωB97M-V/def2-TZVPD

ORCA input file:
```
! wB97M-V def2-TZVPD RIJCOSX def2/J DEFGRID3
* xyz 0 1
H -1.7909 2.5023 1.7247
N -1.0216 1.8102 1.3153
C -0.3419 1.2862 2.2500
N 0.7588 0.3751 2.0323
H -0.4042 1.4639 3.3822
H 0.7468 -0.4253 2.5050
H 1.1227 0.3418 1.1202
O 0.3082 -1.1220 -2.6332
H -0.1256 -1.5337 -3.2729
H -0.2338 -0.4044 -2.1315
O -1.0665 0.8781 -1.3044
H -0.3503 1.3016 -0.9637
H -1.8348 1.2108 -0.6333
O 1.3848 -2.5969 -0.6927
H 0.9357 -2.4860 -1.5143
H 0.8131 -2.2585 -0.1079
*
```

Calculated values
- frontier orbital gap (eV) = 10.92
- SMILES = [H]/N=C/N.O.O.O
- HOMO energy (eV) = -10.2968
- lowest unoccupied orbital energy (eV) = 0.624



Version ii
Formula: CH10N2O3
Source: the OMol25 dataset
Level of theory: ωB97M-V/def2-TZVPD

ORCA input file:
```
! wB97M-V def2-TZVPD RIJCOSX def2/J DEFGRID3
* xyz 0 1
H -1.1545 0.6480 3.6974
N -0.5960 1.1527 3.0137
C -0.0716 0.2783 2.2566
N 0.6042 0.5338 1.0868
H -0.1669 -0.7908 2.4381
H 1.3861 -0.0742 0.9064
H 0.6390 1.4759 0.7361
O -0.2464 -1.7424 -2.5413
H -0.6207 -0.8683 -2.3290
H -0.7945 -2.3161 -1.9868
O -1.2458 0.6030 -1.1529
H -0.6215 0.4637 -0.4111
H -2.0326 0.9707 -0.7379
O 1.9584 -0.1392 -1.3904
H 1.3851 -0.8383 -1.7548
H 1.5778 0.6432 -1.8308
*
```

Calculated values
- frontier orbital gap (eV) = 10.49
- SMILES = [H]/N=C/N.O.O.O
- HOMO energy (eV) = -9.9570
- lowest unoccupied orbital energy (eV) = 0.534



Which is the most stable structure? version ii is the most stable.



Version i
Formula: C21H27N3O3
Source: the OMol25 dataset
Level of theory: ωB97M-V/def2-TZVPD

ORCA input file:
```
! wB97M-V def2-TZVPD RIJCOSX def2/J DEFGRID3
* xyz 0 1
C -0.6341 4.6762 5.3023
C -0.4624 4.4217 3.8141
O 0.7904 3.8102 3.6017
C 1.0361 3.5040 2.2519
C 2.3825 2.7925 2.1592
C 2.7917 2.4604 0.7232
N 1.8431 1.5704 0.0786
C 0.8304 2.1059 -0.7913
C -0.5225 1.4075 -0.6423
O -1.5488 2.0566 -0.6111
N -0.4364 0.0665 -0.6109
C 0.8064 -0.6112 -0.2769
C 1.3057 -1.4209 -1.4842
C 0.1917 -2.3640 -1.7917
C -1.0892 -2.1000 -1.3925
N -1.8977 -3.1604 -1.7148
C -1.1427 -4.1276 -2.3175
C -1.5040 -5.3738 -2.8108
C -0.5127 -6.1488 -3.3738
C 0.8091 -5.7002 -3.4450
C 1.1755 -4.4660 -2.9579
C 0.1932 -3.6598 -2.3842
C -1.6045 -0.8169 -0.7996
C -2.5856 -0.2192 -1.8182
C -2.3037 -1.0360 0.5477
C 1.9053 0.2522 0.3289
O 2.7788 -0.2600 1.0021
H 0.1589 5.3271 5.6594
H -1.5960 5.1449 5.4904
H -0.5796 3.7368 5.8451
H -1.2658 3.7665 3.4403
H -0.5159 5.3694 3.2536
H 0.2282 2.8628 1.8641
H 1.0489 4.4322 1.6536
H 3.1434 3.4304 2.6096
H 2.3334 1.8698 2.7377
H 3.7570 1.9476 0.7462
H 2.8783 3.3672 0.1218
H 1.1326 2.0035 -1.8455
H 0.6832 3.1665 -0.5841
H 0.5739 -1.3454 0.5087
H 2.2187 -1.9554 -1.2199
H 1.5229 -0.7587 -2.3276
H -2.8832 -3.2248 -1.5279
H -2.5255 -5.7209 -2.7555
H -0.7592 -7.1233 -3.7684
H 1.5538 -6.3412 -3.8931
H 2.1982 -4.1250 -3.0156
H -3.0214 0.7012 -1.4444
H -3.3818 -0.9320 -2.0168
H -2.0689 -0.0074 -2.7518
H -1.6251 -1.4924 1.2653
H -2.6352 -0.0766 0.9369
H -3.1695 -1.6824 0.4308
*
```

Calculated values
- frontier orbital gap (eV) = 8.60
- SMILES = CCOCCCN1CC(=O)N2[C@@H](Cc3c([nH]c4ccccc34)C2(C)C)C1=O
- HOMO energy (eV) = -7.9852
- lowest unoccupied orbital energy (eV) = 0.619



Version ii
Formula: C21H27N3O3
Source: the OMol25 dataset
Level of theory: ωB97M-V/def2-TZVPD

ORCA input file:
```
! wB97M-V def2-TZVPD RIJCOSX def2/J DEFGRID3
* xyz 0 1
C -2.4514 -3.2800 0.2512
C -1.0987 -2.6268 0.4897
O -1.2139 -1.2083 0.6164
C -1.2472 -0.4994 -0.5126
O -1.1937 -0.9876 -1.6099
C -1.3689 1.0053 -0.2760
C -2.6778 1.4545 -0.9710
C -3.8825 0.7308 -0.4381
C -4.5800 1.2130 0.6629
C -5.6659 0.5215 1.1702
C -6.0735 -0.6619 0.5796
C -5.3971 -1.1416 -0.5290
C -4.3122 -0.4481 -1.0353
C -1.3693 1.3986 1.2054
C -0.0082 1.1896 1.8675
C 1.0825 1.8840 1.0550
N 1.0567 1.4082 -0.3055
C 2.0608 0.7683 -0.9592
O 2.0133 0.5458 -2.1564
C 3.2265 0.3443 -0.1557
C 3.2876 -0.3913 1.0456
N 4.5344 -0.6681 1.3660
N 5.2922 -0.1355 0.4127
C 6.7209 -0.2991 0.4342
C 7.1598 -1.4423 -0.4775
C 4.5514 0.4649 -0.5340
C -0.1826 1.6835 -0.9913
H -3.1563 -2.9788 1.0229
H -2.3411 -4.3605 0.2683
H -2.8428 -2.9793 -0.7164
H -0.6630 -2.9592 1.4349
H -0.4163 -2.8523 -0.3365
H -2.5748 1.2514 -2.0384
H -2.7938 2.5313 -0.8303
H -4.2777 2.1429 1.1230
H -6.1967 0.9094 2.0277
H -6.9199 -1.2033 0.9760
H -5.7183 -2.0579 -1.0028
H -3.7907 -0.8208 -1.9047
H -1.6311 2.4583 1.2715
H -2.1287 0.8254 1.7379
H -0.0257 1.5945 2.8807
H 0.2086 0.1240 1.9295
H 0.8932 2.9669 1.0421
H 2.0664 1.7134 1.4914
H 2.4832 -0.7392 1.6626
H 7.1888 0.6381 0.1191
H 7.0010 -0.5127 1.4678
H 6.8643 -1.2445 -1.5051
H 6.6972 -2.3721 -0.1566
H 8.2396 -1.5553 -0.4386
H 4.9838 0.9483 -1.3860
H -0.3519 2.7671 -1.0239
H -0.0882 1.3005 -2.0102
*
```

Calculated values
- frontier orbital gap (eV) = 9.80
- SMILES = CCOC(=O)[C@@]1(Cc2ccccc2)CCCN(C(=O)c2cnn(CC)c2)C1
- HOMO energy (eV) = -8.9732
- lowest unoccupied orbital energy (eV) = 0.827



Which is the most stable structure? version i is the most stable.



Version i
Formula: C2H7N2OS
Source: the OMol25 dataset
Level of theory: ωB97M-V/def2-TZVPD

ORCA input file:
```
! wB97M-V def2-TZVPD RIJCOSX def2/J DEFGRID3
* xyz 1 1
C 0.7467 -1.4084 1.0178
C -0.0130 -0.4973 0.0930
N -0.8175 -1.0429 -0.8180
N 0.0125 0.7700 0.1799
S -1.1262 1.7266 -0.7253
O -0.5751 3.2003 -0.4964
H 1.7676 -1.6128 0.5169
H 0.1437 -2.3327 0.8729
H 0.6780 -0.9938 2.0420
H -0.9874 -2.0427 -0.8974
H -0.7256 -0.4371 -1.7134
H 0.6633 1.2230 0.8906
H 0.2329 3.4477 -0.9626
*
```

Calculated values
- frontier orbital gap (eV) = 9.91
- SMILES = C/C(N)=[NH+]/SO
- HOMO energy (eV) = -13.5993
- lowest unoccupied orbital energy (eV) = -3.685



Version ii
Formula: C2H7N2OS
Source: the OMol25 dataset
Level of theory: ωB97M-V/def2-TZVPD

ORCA input file:
```
! wB97M-V def2-TZVPD RIJCOSX def2/J DEFGRID3
* xyz 1 1
C -1.2559 -0.3263 -0.3672
C -0.8552 0.8225 0.2914
N -2.0084 -1.2674 0.2997
N 2.0946 0.4522 -0.1705
O -0.0120 1.8241 0.0490
S 3.3585 -0.4530 0.1677
H 3.2390 -1.5246 -0.9831
H -1.4616 0.9949 1.2378
H -2.4843 -0.8882 1.0746
H 2.0937 1.2138 0.5090
H -0.8556 -0.5279 -1.3168
H 0.5197 1.8473 -0.8297
H -2.3724 -2.1674 0.0380
*
```

Calculated values
- frontier orbital gap (alpha / beta) (eV) = 9.92 / 5.14
- HOMO energy (alpha / beta) (eV) = -13.8607 / -11.8516
- lowest unoccupied orbital energy (alpha / beta) (eV) = -3.944 / -6.716



Which is the most stable structure? version i is the most stable.